[1]
Here is a structure of composition C15H26N4O4PPt at a distorted geometry from the OMol25 dataset. Energies are from the ωB97M-V functional and the def2-TZVPD basis.

Cartesian coordinates (Å):
H 2.563018 -1.673127 3.094269
C -4.267012 -1.864125 1.904581
H 3.561401 -2.211021 1.731139
C -6.720612 -1.628977 0.610738
H 1.785030 -4.935320 -3.627283
H -7.674687 -1.531682 0.111288
O 0.315619 -1.402931 -2.385906
H 2.265368 1.624482 2.427909
C 3.490206 -2.760849 -3.446462
Pt -0.499326 -0.611835 -0.577685
H -0.863796 -4.310132 -2.538324
C 3.442874 -4.014711 -2.600124
H 2.625859 0.973390 -0.765317
H 3.543866 -0.546946 -0.784100
C 1.255411 -2.237697 -2.539500
H 0.853559 0.631779 2.857639
C -4.364088 -1.301614 0.643963
H -3.308187 -1.938424 2.393213
N -3.150876 -0.840707 0.010052
H 2.557361 -0.394387 -4.576975
H -5.622378 -0.717184 -0.996930
H 3.581272 -0.081874 -3.168064
H 4.448253 -2.250018 -3.342279
H 4.052541 0.791768 0.274705
H 4.137618 -4.754506 -2.995363
N 1.079639 -3.533841 -2.226414
O -2.021791 -0.964855 0.718899
P 2.143452 -0.392453 1.132843
C 3.195625 0.272245 -0.155305
C -0.209355 -3.990359 -1.724465
O 1.060544 -1.309332 0.575237
H 1.924050 -5.398861 -1.934799
C 2.607829 -0.454738 -3.487205
H -0.039080 -4.833661 -1.057401
N -3.186078 -0.373420 -1.150791
H -5.369721 -2.756998 3.502238
O -2.042236 0.036632 -1.606222
N 2.446308 -1.828429 -3.035597
H 3.736226 -3.788958 -1.572747
C 3.167310 -1.338593 2.251599
H 0.840700 1.593123 1.365192
C 2.031783 -4.564623 -2.626742
H 1.820886 0.165173 -3.072982
H -7.548090 -2.566385 2.352508
C -6.648855 -2.205069 1.872494
C -5.426792 -2.317479 2.515909
H 3.994094 -0.731322 2.619864
H -0.699268 -3.198801 -1.167985
C -5.576802 -1.169385 -0.017836
C 1.464577 0.998147 2.032735
H 3.369387 -3.011333 -4.505944

Cartesian forces, eV/Å:
H -0.005 -0.012 -0.009
C -0.004 0.006 -0.010
H 0.006 0.005 -0.005
C 0.000 0.008 -0.009
H -0.022 -0.002 0.006
H 0.002 -0.008 -0.006
O 0.378 0.667 0.118
H 0.002 -0.004 0.005
C 0.016 -0.016 0.008
Pt -0.646 -1.077 -0.304
H 0.009 0.009 -0.010
C -0.035 0.000 -0.039
H -0.017 -0.016 -0.010
H 0.008 -0.019 0.002
C 0.178 -0.013 0.170
H -0.014 -0.004 -0.013
C 0.010 0.038 0.035
H -0.002 -0.020 -0.010
N -0.022 0.042 0.022
H 0.002 -0.015 0.000
H 0.000 -0.007 -0.002
H 0.010 -0.004 -0.002
H 0.007 -0.015 0.007
H -0.009 0.004 0.010
H 0.013 0.000 0.020
N -0.073 0.046 -0.029
O 0.192 0.534 0.245
P -0.036 0.107 0.108
C 0.023 0.020 0.021
C -0.024 -0.043 -0.055
O -0.042 -0.127 -0.174
H 0.015 0.003 0.006
C -0.071 -0.019 -0.135
H 0.007 0.002 0.000
N 0.038 0.233 0.305
H 0.002 -0.009 -0.004
O 0.091 -0.405 -0.342
N -0.020 0.081 0.011
H -0.016 0.003 0.004
C -0.018 0.000 -0.016
H -0.008 -0.016 -0.008
C 0.050 -0.007 0.035
H -0.003 0.000 0.001
H -0.002 0.015 0.006
C -0.001 -0.015 0.009
C -0.007 0.010 0.009
H -0.002 0.003 0.002
H -0.006 0.004 0.003
C -0.001 0.005 0.009
C 0.043 -0.002 0.024
H 0.000 0.029 -0.008

Calculated values
HOMO level in hartree: -0.413
HOMO-LUMO gap in eV: 8.43
Net charge: +1

[2]
Here is the molecule C15H26N4OS at a distorted geometry from the OMol25 dataset. Energies are from the ωB97M-V functional and the def2-TZVPD basis.

Cartesian coordinates (Å):
H -3.277088 5.194156 1.047209
H 1.950690 1.173584 3.294949
N -0.502386 0.119835 -0.146635
C 1.094152 -3.896718 0.465708
O 1.965080 3.069569 1.157406
H 2.065309 -0.590775 -3.498587
H -1.387245 -2.071755 -3.377990
C -0.596081 -2.794519 -3.199272
H 0.389158 -0.332202 -3.982750
H -0.937169 -3.498821 -2.442958
H -3.889949 4.220917 2.388419
H 0.343709 -3.710442 1.237214
C 2.068505 -4.965692 0.939465
C -0.829715 3.560245 1.119598
C -1.710196 4.238809 2.191979
N -0.461475 -0.306141 -1.412195
C 1.822538 -2.585193 0.163435
N 0.907780 -1.559339 -0.256860
H 2.574287 -4.644997 1.847066
C 1.150133 -1.088250 -3.812168
N -0.140349 2.417702 1.681251
C -3.161414 3.079643 0.663533
C 1.735134 0.978636 2.242692
C 0.369557 -1.312499 -1.487490
C 0.314800 -0.620914 0.544486
H -0.044112 4.224566 0.752726
H -3.266391 2.151754 1.227652
H -0.398133 -3.340196 -4.118569
H -1.689814 3.637566 3.102292
C 0.667987 -2.064514 -2.737786
H -1.791657 3.896138 -0.786671
H 1.454076 -2.800213 -2.537196
H 1.538743 -5.890611 1.150324
H -0.716231 1.634211 1.955328
C -3.126918 4.273491 1.612936
H 2.819574 -5.165616 0.178230
H 2.325616 -2.232317 1.068688
H 2.572834 -2.734952 -0.618217
C -1.790642 3.137374 -0.004259
H 0.576152 -4.238214 -0.433186
H -3.977338 3.137784 -0.054606
H -1.346323 5.233557 2.442396
C 1.183666 2.258635 1.611151
H -1.492156 2.185456 -0.438402
H 1.342279 -1.618739 -4.741518
S 0.633727 -0.474371 2.259663
H 2.667294 0.714370 1.741521

Cartesian forces, eV/Å:
H -0.061 0.049 -0.027
H 0.041 0.026 -0.029
N -0.168 0.113 0.791
C 0.288 0.074 0.007
O 0.319 0.247 -0.171
H 0.073 0.084 -0.019
H -0.095 0.054 -0.024
C 0.195 -0.047 0.053
H -0.053 0.084 -0.040
H -0.081 -0.072 0.038
H -0.061 0.090 0.012
H -0.063 0.034 -0.060
C -0.196 0.111 -0.071
C 0.186 0.205 -0.108
C -0.089 0.158 -0.048
N -0.111 -0.208 -1.075
C 0.123 -0.603 0.093
N -0.422 0.695 -0.290
H 0.096 -0.018 0.107
C 0.070 -0.156 0.110
N -0.273 0.072 0.207
C 0.018 0.212 -0.130
C 0.057 -0.295 -0.121
C 0.301 -0.197 0.251
C 0.258 -0.195 0.492
H -0.140 -0.095 0.054
H -0.048 -0.117 0.047
H -0.018 -0.071 -0.103
H 0.031 0.019 0.032
C -0.103 -0.013 -0.209
H -0.020 0.075 -0.049
H -0.049 0.055 0.018
H 0.036 -0.117 0.040
H 0.214 -0.016 -0.036
C -0.057 -0.074 0.089
H 0.112 -0.069 -0.044
H -0.003 -0.012 -0.189
H -0.033 0.045 0.103
C -0.042 -0.101 -0.048
H -0.082 0.051 0.001
H -0.080 -0.101 -0.003
H 0.049 0.011 0.099
C -0.006 -0.428 0.307
H 0.027 0.129 -0.065
H 0.024 -0.030 -0.114
S -0.086 0.174 0.076
H -0.076 0.167 0.043

Calculated values
HOMO level in hartree: -0.332
HOMO-LUMO gap in eV: 9.55
Net charge: 0
Structure (SMILES): CCCn1c(SCC(=O)NC2CCCC2)nnc1C(C)C

[3]
Here is a structure of composition C15H26NO2PRu at a distorted geometry from the OMol25 dataset. Energies are from the ωB97M-V functional and the def2-TZVPD basis.

Cartesian coordinates (Å):
H -3.273280 0.626549 -0.302194
H 2.964090 -0.557185 -4.066951
C 1.831732 -0.432992 -2.257184
C 0.549260 1.751432 -3.384013
C 0.533040 1.381432 3.120667
H 2.989454 0.194233 0.595615
H 0.039784 2.617114 -3.809318
C 2.192310 -0.002049 -3.531585
H 2.981757 -3.629414 0.184514
H 0.318929 2.262482 3.729657
H 1.801602 1.408612 -5.098690
H 1.393798 -4.040926 0.922170
H 1.568681 1.474607 2.738495
H -0.695658 3.137438 -1.348993
H -3.761756 -0.062212 -4.099397
H -3.196779 -0.979911 -1.101134
H -2.193543 2.412258 -3.249398
C -2.305757 2.000774 -2.237472
H -2.040521 0.414655 -4.232693
H -3.055847 2.606004 -1.703052
H 0.180014 -3.646313 -1.307994
O -1.236339 2.279152 1.772203
H 2.786456 0.607684 -0.021260
H 2.210849 -2.587709 -2.304189
N -2.826583 0.672309 -2.341116
C 0.930623 0.338235 -1.485664
C 2.361778 -1.705702 -1.664575
H 2.483978 -2.885376 1.736789
H -2.507145 -1.102171 -3.394035
H -0.595051 -2.046501 -1.584260
H 3.424718 -1.658605 -1.359240
H 0.450156 0.491230 3.749864
P 1.351169 -1.912097 -0.126684
C -0.954513 2.071632 -1.443214
C -3.507243 0.072273 -1.224116
Ru 1.195819 0.116296 0.584217
C 2.135133 -3.250054 0.766000
C -0.497297 1.330114 2.016543
C 0.178386 1.360475 -2.092846
C 1.540328 1.086469 -4.097356
C -0.129446 -2.701918 -0.837909
O -0.588257 0.123518 1.385695
H -4.611101 0.065226 -1.364710
C -2.786849 -0.048744 -3.574654
H -0.832985 -2.885817 -0.016066
H -1.159908 1.708932 -0.433152

Cartesian forces, eV/Å:
H -0.122 -0.165 -0.346
H -0.291 0.203 -0.046
C 0.301 0.466 -0.536
C -0.166 -0.098 0.133
C 0.048 0.236 0.420
H 1.321 -0.312 0.776
H 0.146 -0.254 -0.102
C -0.093 -0.496 0.122
H -0.148 0.046 0.144
H 0.205 -0.069 -0.116
H 0.000 0.042 0.091
H 0.243 0.091 0.076
H -0.310 0.007 0.264
H -0.333 -0.203 -0.019
H 0.169 0.177 0.384
H -0.082 0.390 -0.184
H 0.002 -0.192 0.279
C 0.221 0.889 -0.125
H -0.286 -0.159 0.117
H 0.281 -0.146 -0.014
H -0.150 0.204 0.227
O 1.092 -1.742 -0.165
H 1.010 0.860 -0.428
H 0.143 0.255 0.122
N -0.600 -0.469 0.126
C 0.239 -0.913 0.204
C 0.296 0.218 0.815
H 0.101 -0.306 -0.061
H -0.196 0.397 0.031
H 0.152 -0.154 0.214
H -0.315 0.043 -0.355
H 0.116 0.035 -0.144
P 0.100 -3.199 -3.034
C -0.647 0.396 0.563
C -0.064 -0.170 0.920
Ru -2.557 1.837 -1.284
C 0.079 -0.010 0.837
C -1.920 1.323 0.635
C 0.551 -0.090 -0.285
C 0.154 0.160 0.062
C -0.284 0.223 0.373
O 0.287 0.961 0.716
H 0.536 0.143 -0.185
C 0.674 -0.419 -0.792
H -0.008 -0.123 -0.308
H 0.105 0.085 -0.125

Calculated values
HOMO level (alpha / beta) in hartree: -0.516 / -0.579
Multiplicity: 5
HOMO-LUMO gap (alpha / beta) in eV: 6.28 / 6.65
Net charge: +2

[4]
Here is a structure of composition C15H27AlF8NO3 at a distorted geometry from the OMol25 dataset. Energies are from the ωB97M-V functional and the def2-TZVPD basis.

Cartesian coordinates (Å):
C 1.438144 4.666420 1.474368
C -1.762623 -3.254945 1.793139
H -0.389423 1.495474 2.437519
N -1.412741 -3.469439 0.457862
Al -3.608091 -2.356609 -1.662854
H -2.784091 0.531087 -0.370899
C -0.771260 0.894454 0.355141
C -2.772414 -4.211319 -1.554904
H 1.339486 -3.291537 -1.484630
C -1.217622 1.401912 1.735973
H -0.636670 -1.373220 -1.386814
H -3.595376 -4.914462 -1.719291
C 0.032779 -3.514078 0.200915
H 0.453636 -2.551541 0.475025
H -1.176374 -2.465688 3.670664
O -2.433524 -1.150350 -2.366834
C 0.374720 -3.749132 -1.271577
F 1.103935 4.867804 -0.855008
H 3.306772 6.564030 -0.675891
H 0.143805 0.309711 0.467741
F 2.269833 2.355145 -1.030366
C -0.688299 -2.750562 2.745755
H -1.749029 2.347453 1.694464
F 5.584934 3.441438 -1.291558
O -2.909065 -3.426933 2.227604
C 3.553634 2.323868 -1.416730
H -2.055634 -0.806690 0.472444
F 4.444766 3.356509 0.538533
H 0.049078 -3.516618 2.968769
H -0.363903 -3.326855 -1.938708
H -0.552959 1.706417 -0.336719
C -2.173128 -4.563220 -0.179443
H -0.192147 -1.863918 2.358692
C 4.329877 3.487615 -0.791259
H 3.881812 5.657838 0.697924
H 1.886021 5.166638 2.338398
H 0.501013 -4.812732 -1.457091
H -1.877491 0.646643 2.158867
F 1.871772 3.396261 1.432143
C 3.252263 5.592151 -0.188573
C -1.417153 -0.619603 -1.565958
H -1.530015 -5.444813 -0.289621
C -1.847317 -0.009083 -0.239732
F 0.102211 4.622861 1.637244
H -2.987681 -4.862485 0.467113
H -4.185213 -1.919210 -0.220654
H -4.881702 -2.428231 -2.681172
O 3.781492 4.693688 -1.154604
H -0.935200 0.188737 -2.138460
H 3.588689 2.384255 -2.506244
H 0.520795 -4.290309 0.795813
H -2.052970 -4.410455 -2.350064
F 1.268135 6.676143 0.357745
F 4.114182 1.162743 -1.012489
C 1.765333 5.416742 0.178292

Cartesian forces, eV/Å:
C -0.126 -0.071 0.222
C -1.419 0.148 0.190
H 0.153 0.240 -0.022
N 0.314 -0.953 1.445
Al -0.071 0.122 -0.528
H -0.091 0.119 -0.085
C -0.393 -0.185 0.287
C -0.104 0.120 0.487
H 0.087 0.104 -0.036
C 0.280 -0.367 -0.081
H 0.113 0.116 0.189
H -0.100 -0.046 -0.083
C -0.191 0.381 -0.623
H 0.023 0.072 0.190
H -0.153 -0.076 0.077
O -0.255 -0.359 0.802
C 0.355 -0.190 0.335
F -0.041 -0.026 0.019
H -0.065 -0.015 -0.052
H 0.177 -0.007 -0.050
F 0.002 -0.068 0.172
C -0.355 0.382 -0.053
H -0.109 0.102 -0.046
F 0.133 0.009 -0.112
O 1.599 -0.019 -0.591
C -0.076 -0.097 -0.272
H -0.162 -0.068 0.066
F -0.115 -0.034 0.159
H 0.166 -0.090 -0.137
H -0.072 0.012 -0.096
H 0.118 0.182 0.015
C -0.480 -0.074 -1.273
H 0.193 0.001 -0.099
C 0.005 0.353 -0.066
H -0.084 -0.201 0.111
H 0.012 0.067 -0.042
H -0.258 -0.121 -0.243
H -0.201 0.057 0.156
F 0.272 -0.140 -0.113
C 0.289 0.278 -0.116
C -0.142 0.286 -0.722
H 0.347 0.027 0.315
C 0.251 -0.187 0.005
F -0.151 0.229 -0.031
H -0.010 0.270 0.315
H 0.095 0.043 0.115
H 0.076 -0.013 -0.172
O -0.335 -0.214 0.258
H 0.159 0.029 -0.074
H 0.114 0.039 -0.002
H 0.063 -0.070 0.167
H 0.021 0.036 -0.147
F 0.057 0.150 0.137
F -0.010 -0.026 0.060
C 0.095 -0.256 -0.327

Calculated values
HOMO level in hartree: -0.164
HOMO-LUMO gap in eV: 6.42
Net charge: -1